{"formula": "C3H12AlO11P2", "method": "ωB97M-V with the def2-TZVPD basis set", "elements": ["Al", "P", "O", "O", "O", "O", "P", "O", "O", "O", "O", "C", "O", "H", "H", "H", "H", "C", "O", "H", "H", "H", "H", "C", "O", "H", "H", "H", "H"], "xyz": [[0.486, 0.186, 0.372], [-0.153, 1.786, -2.657], [-0.178, 0.202, -2.444], [0.115, 2.464, -1.298], [-1.441, 2.214, -3.437], [1.090, 2.063, -3.450], [3.828, 0.259, -0.671], [2.622, 0.807, -1.416], [4.417, -0.638, -1.785], [3.293, -0.281, 0.698], [4.708, 1.502, -0.692], [-3.293, 1.124, 1.131], [-2.101, 1.507, 0.373], [-3.631, 0.117, 0.888], [-3.222, 0.967, 2.207], [-4.110, 1.811, 0.910], [-2.411, 2.069, -0.342], [2.881, -1.843, 3.745], [2.122, -1.181, 2.725], [3.360, -2.655, 3.199], [3.673, -1.105, 3.866], [2.282, -2.084, 4.623], [2.712, -0.967, 1.999], [-3.162, -1.562, -1.352], [-1.816, -1.095, -1.041], [-3.267, -2.054, -2.320], [-3.569, -2.179, -0.551], [-3.801, -0.683, -1.430], [-1.432, -0.751, -1.850]], "atomic_forces_ev_per_a": [[0.53, 0.97, -2.00], [-1.71, -1.69, 0.04], [-0.44, 0.54, 0.65], [-0.87, -0.18, 0.85], [0.80, -0.17, 1.11], [1.79, 1.02, -1.65], [1.06, -0.29, -1.12], [-3.00, 0.72, -0.62], [0.02, -1.35, 1.69], [1.22, -0.06, -1.02], [0.53, 0.52, 1.50], [0.44, -0.36, -1.19], [-1.66, -0.51, 2.19], [0.00, -0.18, -0.88], [0.98, 0.99, 0.28], [-0.12, 0.09, 0.18], [0.53, 0.07, -0.53], [0.44, 1.59, -2.80], [-2.08, -1.10, 2.42], [0.03, -0.92, 0.85], [0.47, -0.25, 1.39], [0.15, -0.06, -0.12], [0.88, 0.67, -1.49], [1.33, 1.50, 0.31], [-3.01, -2.54, 1.05], [0.34, -0.41, -0.07], [0.25, -0.24, 0.09], [-0.35, 0.21, 0.04], [1.45, 1.43, -1.17]], "de_lowest_kj_mol": 132.0, "lumo_energy_ha": 0.2417, "charge": -3, "spin_multiplicity": 1}

---

{"formula": "C18H19IrN4S3Si", "method": "ωB97M-V with the def2-TZVPD basis set", "elements": ["Ir", "S", "C", "C", "C", "C", "N", "C", "C", "C", "S", "C", "N", "H", "H", "N", "C", "S", "N", "C", "C", "C", "C", "C", "C", "H", "H", "H", "H", "H", "H", "H", "H", "C", "Si", "C", "C", "H", "H", "H", "H", "H", "H", "H", "H", "H"], "xyz": [[-0.263, 0.561, 0.370], [2.002, 0.653, -0.084], [2.349, 1.818, 1.179], [3.473, 2.640, 1.066], [3.768, 3.560, 2.053], [4.912, 4.413, 1.904], [5.821, 5.101, 1.773], [2.939, 3.675, 3.187], [1.824, 2.868, 3.309], [1.526, 1.938, 2.315], [0.124, 0.894, 2.521], [3.223, 4.637, 4.212], [3.418, 5.407, 5.041], [4.113, 2.561, 0.198], [1.189, 2.961, 4.181], [-2.769, 2.856, 1.537], [-2.663, 2.776, 0.225], [-1.098, 2.457, -0.523], [-3.685, 2.999, -0.579], [-5.024, 3.318, -0.164], [-6.064, 2.529, -0.633], [-7.361, 2.823, -0.242], [-7.607, 3.888, 0.614], [-6.559, 4.681, 1.060], [-5.258, 4.406, 0.665], [-1.958, 2.650, 2.104], [-3.666, 3.001, 1.980], [-3.524, 2.804, -1.557], [-5.862, 1.698, -1.297], [-8.179, 2.218, -0.606], [-8.619, 4.107, 0.925], [-6.754, 5.530, 1.701], [-4.444, 5.054, 0.967], [-1.432, -2.639, 0.126], [-2.142, -0.919, 0.001], [-3.509, -0.666, 1.255], [-2.780, -0.598, -1.741], [-2.250, -3.337, -0.088], [-1.037, -2.875, 1.114], [-0.651, -2.817, -0.614], [-4.284, -1.406, 1.029], [-3.971, 0.320, 1.179], [-3.181, -0.825, 2.282], [-3.858, -0.421, -1.692], [-2.612, -1.481, -2.360], [-2.317, 0.244, -2.253]], "atomic_forces_ev_per_a": [[0.12, 1.18, -0.36], [-0.08, -0.23, 0.06], [-0.11, -0.12, 0.18], [-0.01, 0.00, 0.01], [-0.02, -0.04, -0.03], [0.04, 0.05, 0.02], [0.00, -0.02, -0.01], [-0.03, -0.05, 0.01], [0.07, 0.02, -0.02], [0.05, -0.14, -0.12], [-0.16, -0.19, -0.11], [0.01, 0.06, 0.02], [0.00, -0.01, 0.00], [0.00, 0.00, 0.00], [-0.01, 0.00, -0.01], [-0.01, -0.10, -0.01], [0.13, -0.04, 0.02], [-0.17, -0.23, 0.05], [-0.03, -0.07, 0.00], [0.00, 0.02, 0.02], [0.00, -0.01, 0.04], [0.00, 0.00, 0.00], [-0.01, 0.00, 0.00], [0.00, 0.01, 0.00], [-0.03, 0.03, -0.05], [-0.04, -0.02, 0.00], [0.01, 0.02, 0.01], [0.01, 0.07, -0.03], [0.01, -0.01, 0.01], [0.00, -0.01, 0.01], [0.00, 0.01, -0.02], [0.00, -0.01, 0.01], [0.01, -0.01, 0.01], [-0.07, 0.05, -0.02], [0.08, -0.37, 0.29], [0.06, 0.08, -0.07], [0.11, 0.01, 0.02], [0.04, -0.03, 0.02], [-0.01, 0.03, 0.02], [0.01, 0.02, 0.00], [0.00, -0.01, 0.02], [-0.01, 0.01, 0.01], [0.03, 0.00, 0.00], [0.01, 0.01, -0.01], [-0.03, -0.01, 0.01], [0.01, 0.02, 0.01]], "de_lowest_kj_mol": 116.8, "lumo_energy_ha": [-0.1886, -0.2005], "s2": 0.76, "charge": 1, "spin_multiplicity": 2}

---

{"formula": "C4H15NO3", "method": "ωB97M-V with the def2-TZVPD basis set", "elements": ["C", "C", "N", "C", "C", "H", "H", "H", "H", "H", "H", "H", "H", "H", "H", "H", "O", "H", "H", "O", "H", "H", "O"], "xyz": [[-1.679, -2.101, -1.595], [-0.996, -1.003, -1.180], [0.079, -0.533, -1.815], [0.746, 0.719, -1.259], [1.501, 1.598, -2.197], [-2.365, -2.607, -0.922], [-1.622, -2.682, -2.605], [-1.333, -0.576, -0.275], [0.274, -0.536, -2.769], [-0.163, 1.300, -0.725], [1.310, 0.340, -0.437], [2.288, 0.980, -2.738], [0.876, 1.908, -3.116], [1.920, 2.480, -1.697], [1.788, -1.952, 2.433], [0.669, -1.518, 1.317], [1.125, -1.378, 2.201], [-0.429, 1.747, 2.064], [0.018, 3.265, 2.200], [0.163, 2.426, 1.642], [-0.303, -0.267, 2.467], [-1.475, -0.708, 3.239], [-1.217, -0.139, 2.614]], "atomic_forces_ev_per_a": [[-0.36, -1.06, -1.09], [-1.50, -3.37, -1.76], [2.75, 3.80, 1.03], [-4.23, -0.05, 1.84], [0.05, -0.81, -2.86], [-0.25, 0.56, -0.02], [0.56, 1.43, 1.86], [0.25, 0.67, 1.06], [-0.55, -0.99, -1.76], [2.18, -0.79, -1.21], [0.99, 0.24, 0.60], [-0.32, 0.83, 0.99], [0.51, -0.07, 1.66], [-0.06, -0.39, -0.23], [2.26, -2.39, 0.09], [1.52, -0.54, 1.61], [-3.55, 2.67, -2.03], [0.62, 1.01, -0.46], [0.30, -2.07, -1.29], [-1.05, 1.08, 1.79], [1.68, -0.53, 0.19], [-1.41, -3.33, 3.68], [-0.39, 4.09, -3.70]], "de_lowest_kj_mol": 241.8, "smiles": "C=CNCC.O.O.O", "lumo_energy_ha": 0.0225, "charge": 0, "spin_multiplicity": 1}

---

{"formula": "C4H9N", "method": "ωB97M-V with the def2-TZVPD basis set", "elements": ["C", "C", "C", "N", "C", "H", "H", "H", "H", "H", "H", "H", "H", "H"], "xyz": [[0.806, -1.897, -0.829], [-0.329, -1.137, -0.149], [-0.720, 0.080, -0.535], [-1.124, 1.113, 0.356], [-0.005, 1.920, 0.782], [1.056, -2.677, -0.109], [0.498, -2.334, -1.779], [1.686, -1.277, -0.956], [-0.491, -1.300, 0.917], [-0.694, 0.297, -1.602], [-1.642, 0.733, 1.137], [0.474, 2.476, -0.025], [-0.328, 2.640, 1.536], [0.813, 1.362, 1.257]], "atomic_forces_ev_per_a": [[-1.40, -0.68, 0.48], [0.97, 1.46, 0.51], [0.08, -0.71, -0.20], [-0.89, -0.12, -0.73], [0.56, 0.37, 0.75], [0.26, -0.32, -0.45], [0.23, -0.13, -0.03], [-0.03, 0.19, -0.11], [0.24, -0.38, 0.01], [0.41, 0.60, 0.10], [0.17, 0.01, 0.13], [-0.36, -0.04, -0.25], [-0.17, 0.09, -0.18], [-0.05, -0.33, -0.04]], "de_lowest_kj_mol": 133.4, "smiles": "C/C=C/NC", "lumo_energy_ha": 0.0413, "charge": 0, "spin_multiplicity": 1}

---

{"formula": "C26H20CdN5O2S2SbSe4", "method": "ωB97M-V with the def2-TZVPD basis set", "elements": ["Cd", "N", "C", "C", "C", "C", "C", "C", "N", "C", "C", "C", "S", "C", "N", "H", "H", "H", "H", "H", "H", "H", "Se", "Sb", "Se", "Se", "Se", "C", "C", "C", "C", "C", "C", "C", "S", "O", "O", "N", "C", "C", "C", "C", "C", "C", "C", "C", "N", "C", "H", "H", "H", "H", "H", "H", "H", "H", "H", "H", "H", "H", "H"], "xyz": [[0.593, -0.050, 0.402], [2.021, -3.913, -1.135], [1.059, -3.601, -2.082], [0.773, -4.101, -3.346], [-0.269, -3.494, -4.025], [-0.998, -2.432, -3.469], [-0.712, -1.942, -2.210], [0.335, -2.548, -1.520], [0.860, -2.239, -0.272], [1.864, -3.059, -0.085], [2.728, -3.048, 1.091], [3.635, -3.989, 1.480], [4.390, -3.474, 2.925], [3.439, -2.032, 2.908], [2.628, -1.958, 1.905], [2.753, -4.593, -1.221], [1.343, -4.908, -3.789], [-0.519, -3.838, -5.021], [-1.785, -1.968, -4.049], [-1.251, -1.100, -1.787], [3.873, -4.935, 1.019], [3.545, -1.271, 3.690], [0.400, 1.681, 6.890], [2.170, 1.972, 5.276], [0.502, 2.890, 2.145], [1.148, 0.701, 2.802], [3.978, 0.344, 5.712], [-5.022, 3.513, 5.170], [-4.148, 3.187, 3.987], [-4.185, 3.945, 2.829], [-3.346, 3.659, 1.750], [-2.468, 2.596, 1.821], [-2.444, 1.808, 2.970], [-3.262, 2.108, 4.040], [-1.233, 2.267, 0.465], [-1.599, 0.794, 0.404], [-1.752, 3.279, -0.465], [0.334, 1.866, -0.618], [0.198, 1.491, -1.888], [-0.861, 1.787, -2.790], [-0.829, 1.400, -4.124], [0.206, 0.681, -4.692], [1.264, 0.285, -3.852], [2.324, -0.535, -4.302], [3.292, -0.962, -3.435], [3.192, -0.578, -2.088], [2.232, 0.194, -1.635], [1.276, 0.654, -2.476], [-5.501, 4.487, 5.048], [-4.436, 3.536, 6.091], [-5.810, 2.767, 5.305], [-4.864, 4.791, 2.767], [-3.358, 4.272, 0.860], [-1.748, 0.982, 3.041], [-3.175, 1.525, 4.950], [-1.693, 2.360, -2.413], [-1.670, 1.687, -4.750], [0.205, 0.392, -5.736], [2.343, -0.830, -5.347], [4.109, -1.593, -3.762], [3.927, -0.916, -1.361]], "atomic_forces_ev_per_a": [[0.73, 0.03, 0.58], [-0.02, -0.04, 0.03], [-0.02, 0.00, -0.01], [0.00, 0.01, 0.00], [-0.01, 0.00, -0.01], [0.00, 0.00, 0.01], [0.02, 0.01, -0.02], [-0.01, -0.01, 0.01], [-0.11, 0.12, -0.23], [-0.04, -0.03, 0.03], [0.01, -0.01, -0.01], [0.00, 0.03, 0.00], [0.02, -0.03, 0.00], [-0.03, 0.04, -0.01], [0.01, 0.00, 0.00], [0.02, 0.02, -0.01], [0.00, 0.00, 0.00], [0.00, 0.00, 0.00], [0.01, 0.01, 0.00], [-0.01, -0.01, 0.00], [0.00, 0.00, 0.00], [0.01, -0.01, 0.00], [0.03, -0.04, 0.00], [0.26, -0.03, 0.39], [-0.18, -0.38, -0.39], [-0.29, 0.41, -0.24], [-0.08, 0.01, -0.02], [-0.01, 0.00, 0.01], [0.01, 0.00, 0.00], [0.00, 0.01, -0.01], [0.00, 0.01, 0.01], [0.06, 0.04, 0.05], [-0.02, -0.03, -0.04], [0.00, 0.01, 0.01], [0.13, 0.05, -0.25], [0.00, -0.04, 0.08], [0.01, 0.10, 0.05], [-0.43, -0.45, 0.11], [0.04, 0.26, -0.03], [0.03, -0.01, -0.01], [0.01, 0.00, -0.01], [-0.02, -0.01, 0.01], [0.04, 0.00, -0.02], [0.00, 0.01, 0.02], [0.00, 0.04, 0.00], [0.10, 0.03, 0.07], [-0.26, -0.14, -0.15], [0.04, 0.05, 0.00], [0.00, 0.00, 0.00], [0.00, 0.00, 0.00], [0.00, 0.00, 0.00], [0.00, 0.00, 0.00], [0.00, 0.00, 0.00], [0.02, 0.02, 0.02], [-0.03, -0.02, -0.01], [-0.01, 0.00, -0.01], [0.00, 0.00, 0.00], [0.00, 0.01, 0.00], [0.00, 0.00, 0.00], [0.00, 0.00, 0.00], [-0.03, -0.03, 0.01]], "lumo_energy_ha": 0.1199, "charge": -2, "spin_multiplicity": 1}

---

{"formula": "C8H10N4O", "method": "ωB97M-V with the def2-TZVPD basis set", "elements": ["C", "C", "C", "C", "C", "C", "C", "C", "N", "N", "N", "N", "O", "H", "H", "H", "H", "H", "H", "H", "H", "H", "H"], "xyz": [[-3.046, 0.385, -1.508], [-1.831, -0.074, -2.043], [-3.113, 0.839, -0.184], [-0.698, -0.101, -1.272], [-1.996, 0.818, 0.613], [-0.758, 0.334, 0.085], [1.523, 0.540, 2.765], [1.681, -0.358, 0.297], [0.328, 0.718, 2.079], [2.423, 0.454, -0.417], [1.680, -1.665, 0.201], [0.322, 0.298, 0.897], [2.430, -0.038, 2.216], [-3.934, 0.383, -2.127], [-1.782, -0.408, -3.070], [-4.052, 1.200, 0.214], [0.230, -0.441, -1.701], [-2.033, 1.144, 1.642], [1.525, 0.955, 3.776], [3.270, 0.109, -0.863], [2.384, 1.460, -0.309], [2.480, -2.145, -0.205], [1.075, -2.255, 0.758]], "atomic_forces_ev_per_a": [[0.33, -0.06, 0.08], [0.11, 0.00, 0.06], [0.11, 0.01, 0.13], [0.07, 0.01, 0.10], [0.03, -0.03, 0.00], [-1.29, 0.15, -0.67], [0.83, -0.22, 0.31], [-1.31, 0.57, 0.30], [-1.50, 0.48, -0.25], [0.15, -0.01, 0.00], [0.14, -0.08, 0.00], [2.42, -0.96, -0.39], [0.25, 0.06, 0.34], [-0.03, 0.03, 0.00], [-0.03, 0.01, 0.00], [0.00, 0.00, 0.04], [0.04, -0.06, -0.09], [-0.06, 0.03, -0.01], [0.14, -0.09, -0.06], [-0.12, -0.02, 0.01], [-0.12, -0.06, 0.07], [-0.07, 0.09, -0.04], [-0.07, 0.16, 0.07]], "de_lowest_kj_mol": 48.1, "smiles": "NC(=[NH2+])/[N+](=N\\C=O)c1ccccc1", "lumo_energy_ha": [-0.3941, -0.4039], "charge": 2, "spin_multiplicity": 1}

---

E for every record listed, in sequence, given in eV: -50997.10398 -68151.59380 -12021.71194 -5782.42934 -332991.70081 -16446.42036.